Molecular formula: C3H4MnO4
Method: DFT, wB97M-V/def2-TZVPD

Total energy, Ha: -1568.274551
2S+1: 7
Frontier orbital gap (spin up / spin down), eV: 6.562 / 10.076
Total charge: +1
Expectation value of S²: 12.00

Structure (XYZ):
```
12
Properties=species:S:1:pos:R:3:lowdin_spin:R:1
C -0.877 -2.287 0.567 0.001
C -0.907 -1.589 -0.780 0.001
O -2.268 -1.531 -1.218 0.026
C -3.161 -1.488 -0.267 0.040
O -0.490 -1.629 1.610 0.001
O -4.361 -1.420 -0.500 0.237
O -2.662 -1.514 0.932 0.012
Mn -5.586 -1.088 -1.914 5.680
H -0.931 -3.386 0.593 0.000
H -0.354 -2.156 -1.536 0.000
H -0.522 -0.567 -0.678 0.000
H -1.755 -1.202 1.907 0.001
```